No. 1
{
  "formula": "C44H53N6O2PRhSi2",
  "method": "the ωB97M-V functional and the def2-TZVPD basis",
  "elements": ["Rh", "C", "Si", "C", "C", "C", "C", "C", "C", "C", "C", "N", "Si", "C", "C", "C", "H", "H", "H", "H", "H", "H", "H", "H", "H", "H", "H", "H", "H", "H", "H", "H", "H", "H", "H", "H", "H", "H", "C", "C", "O", "N", "C", "C", "C", "C", "C", "C", "N", "H", "H", "H", "H", "H", "H", "H", "H", "H", "H", "N", "C", "O", "C", "C", "C", "N", "C", "C", "H", "H", "H", "H", "H", "H", "N", "P", "C", "C", "C", "C", "C", "C", "C", "C", "C", "C", "C", "C", "C", "C", "C", "C", "C", "C", "H", "H", "H", "H", "H", "H", "H", "H", "H", "H", "H", "H", "H", "H", "H"],
  "coordinates": [[-0.171, -0.727, 0.535], [4.297, -0.573, 1.251], [2.984, 0.400, 2.180], [3.795, 0.943, 3.780], [2.509, 2.030, 1.356], [1.432, -0.607, 2.444], [0.449, 0.273, 3.128], [0.426, 0.654, 4.474], [-0.582, 1.490, 4.917], [-1.561, 1.919, 4.027], [-1.481, 1.487, 2.719], [-0.490, 0.711, 2.286], [1.640, -2.310, 3.186], [2.158, -3.547, 1.874], [0.075, -2.902, 4.031], [2.985, -2.391, 4.488], [4.802, 0.058, 0.511], [3.898, -1.449, 0.733], [5.059, -0.917, 1.958], [4.633, 1.600, 3.513], [4.194, 0.121, 4.376], [3.115, 1.529, 4.404], [3.220, 2.324, 0.575], [2.520, 2.818, 2.116], [1.502, 2.012, 0.923], [1.183, 0.280, 5.153], [-0.616, 1.799, 5.955], [-2.373, 2.560, 4.345], [-2.233, 1.744, 1.988], [1.759, -3.317, 0.884], [1.836, -4.559, 2.147], [3.251, -3.560, 1.790], [-0.647, -3.352, 3.345], [-0.428, -2.078, 4.546], [0.341, -3.656, 4.779], [3.971, -2.167, 4.069], [3.020, -3.410, 4.893], [2.804, -1.706, 5.323], [-4.123, -2.343, 2.401], [-2.765, -2.541, 1.794], [-1.938, -1.629, 1.805], [-2.499, -3.744, 1.250], [-1.215, -4.070, 0.643], [-1.159, -3.681, -0.816], [-1.288, -4.627, -1.819], [-1.293, -4.212, -3.143], [-1.188, -2.859, -3.416], [-1.051, -1.979, -2.354], [-1.017, -2.374, -1.081], [-3.998, -1.837, 3.356], [-4.663, -3.277, 2.548], [-4.706, -1.687, 1.751], [-3.224, -4.441, 1.250], [-1.047, -5.139, 0.757], [-0.439, -3.547, 1.197], [-1.385, -5.676, -1.564], [-1.384, -4.934, -3.945], [-1.197, -2.482, -4.430], [-0.959, -0.912, -2.504], [5.611, -0.161, -3.993], [4.596, -1.060, -4.028], [4.437, -1.865, -4.921], [3.621, -1.000, -2.876], [3.266, 0.175, -2.236], [2.314, 0.131, -1.229], [1.733, -1.001, -0.828], [2.078, -2.129, -1.459], [3.004, -2.176, -2.482], [6.312, -0.223, -4.714], [5.832, 0.351, -3.158], [3.680, 1.133, -2.533], [1.983, 1.036, -0.741], [1.581, -3.036, -1.141], [3.237, -3.106, -2.986], [-0.850, 0.759, -0.648], [-1.586, 1.955, -1.356], [-3.379, 1.681, -1.364], [-4.303, 2.678, -1.685], [-5.658, 2.379, -1.742], [-6.099, 1.089, -1.471], [-5.187, 0.098, -1.137], [-3.830, 0.392, -1.082], [-1.028, 2.075, -3.079], [0.044, 1.287, -3.493], [0.503, 1.347, -4.803], [-0.112, 2.199, -5.710], [-1.177, 2.995, -5.303], [-1.631, 2.939, -3.993], [-1.348, 3.644, -0.730], [-2.221, 4.199, 0.208], [-1.964, 5.448, 0.755], [-0.831, 6.154, 0.370], [0.037, 5.618, -0.570], [-0.222, 4.371, -1.122], [-3.973, 3.695, -1.860], [-6.371, 3.156, -1.990], [-7.157, 0.860, -1.520], [-5.535, -0.905, -0.919], [-3.105, -0.370, -0.818], [0.523, 0.633, -2.776], [1.339, 0.731, -5.113], [0.238, 2.248, -6.734], [-1.654, 3.666, -6.007], [-2.456, 3.574, -3.691], [-3.122, 3.669, 0.488], [-2.649, 5.875, 1.479], [-0.632, 7.131, 0.795], [0.914, 6.174, -0.878], [0.458, 3.956, -1.858]],
  "mulliken_charge": [1.29, -0.98, 0.44, -1.35, -0.93, 2.69, -2.12, -0.58, -0.80, -1.18, -0.51, 1.40, 0.44, -0.81, -1.12, -1.27, 0.40, 0.08, 0.46, 0.38, 0.38, 0.35, 0.46, 0.42, -0.29, 0.56, 0.48, 0.52, 0.40, -0.15, 0.46, 0.34, 0.13, 0.29, 0.61, 0.29, 0.40, 0.32, -1.45, 0.40, -0.29, 0.02, -0.17, 0.19, -0.75, -0.76, -1.10, -0.77, 1.09, 0.30, 0.46, 0.21, 0.26, 0.86, -1.27, 0.54, 0.43, 0.57, 0.73, -0.34, 0.14, -0.61, 0.52, -1.66, -0.88, 3.14, -0.91, -1.16, 0.25, 0.19, 0.57, 0.05, 0.16, 0.53, 0.91, 0.36, 0.61, -0.48, -0.88, -0.64, -0.68, -0.45, 0.60, 0.44, -0.98, -0.66, -0.73, -0.67, 0.78, -0.40, -0.87, -0.57, -0.90, -0.52, 0.43, 0.44, 0.42, 0.47, 0.08, -0.35, 0.54, 0.42, 0.45, 0.29, 0.41, 0.44, 0.42, 0.46, 0.40],
  "homo_energy_ev": [-9.4, -9.9],
  "total_charge": 1,
  "spin_multiplicity": 5,
  "lumo_ha": [-0.07874, -0.12722]
}


No. 2
{
  "formula": "C44H53N7O4S6TeTi",
  "method": "the ωB97M-V functional and the def2-TZVPD basis",
  "elements": ["Ti", "C", "N", "C", "C", "O", "C", "O", "C", "C", "O", "N", "C", "C", "H", "H", "H", "H", "H", "H", "H", "H", "H", "H", "H", "H", "H", "H", "H", "H", "N", "C", "S", "N", "N", "C", "C", "C", "C", "C", "C", "N", "H", "H", "H", "H", "H", "H", "H", "C", "C", "C", "C", "C", "C", "Te", "N", "C", "O", "C", "C", "C", "C", "C", "C", "C", "C", "C", "C", "C", "C", "C", "C", "C", "C", "C", "C", "H", "H", "H", "H", "H", "H", "H", "H", "H", "H", "H", "H", "H", "H", "H", "H", "H", "H", "H", "H", "H", "H", "H", "H", "H", "H", "H", "C", "S", "C", "C", "S", "S", "C", "S", "S", "H", "H", "H"],
  "coordinates": [[-0.609, -0.005, 0.152], [2.478, -0.855, 5.105], [1.220, -0.973, 4.385], [0.269, -1.906, 4.974], [0.973, -0.374, 3.237], [-0.082, -0.544, 2.587], [1.982, 0.648, 2.702], [1.267, 1.247, 1.670], [1.911, 2.186, 0.837], [0.841, 2.471, -0.273], [-0.256, 1.739, -0.056], [0.604, 3.849, -0.428], [-0.613, 4.252, -1.123], [1.739, 4.671, -0.806], [2.352, -0.231, 5.992], [3.267, -0.448, 4.478], [2.780, -1.852, 5.425], [0.083, -1.615, 6.009], [0.683, -2.914, 4.950], [-0.666, -1.875, 4.427], [2.891, 0.159, 2.334], [2.246, 1.379, 3.477], [2.836, 1.774, 0.421], [2.114, 3.103, 1.396], [-1.441, 3.616, -0.828], [-0.496, 4.206, -2.212], [-0.838, 5.279, -0.836], [2.646, 4.349, -0.297], [1.523, 5.701, -0.524], [1.918, 4.630, -1.886], [0.217, 2.340, -4.054], [0.197, 1.559, -2.943], [1.662, 1.712, -1.936], [-0.828, 0.797, -2.783], [-0.985, -0.105, -1.776], [-1.604, -1.200, -2.151], [-1.830, -2.196, -1.161], [-2.536, -3.378, -1.404], [-2.673, -4.301, -0.398], [-2.070, -4.042, 0.834], [-1.392, -2.857, 1.008], [-1.288, -1.924, 0.052], [1.100, 2.746, -4.312], [-0.417, 2.095, -4.799], [-1.892, -1.333, -3.186], [-2.952, -3.540, -2.389], [-3.225, -5.217, -0.560], [-2.107, -4.763, 1.638], [-0.898, -2.636, 1.946], [-5.764, 6.420, 3.887], [-4.843, 5.294, 3.511], [-3.513, 5.530, 3.192], [-2.644, 4.499, 2.861], [-1.225, 4.845, 2.477], [-3.126, 3.181, 2.887], [-1.641, 1.677, 2.501], [-2.342, 0.352, 1.156], [-2.953, 1.130, 0.221], [-2.868, 2.366, 0.268], [-3.804, 0.450, -0.790], [-4.041, 1.060, -2.019], [-4.886, 0.461, -2.937], [-5.518, -0.736, -2.626], [-5.295, -1.341, -1.397], [-4.433, -0.754, -0.483], [-2.156, 0.638, 4.325], [-1.632, 1.297, 5.454], [-0.811, 2.557, 5.329], [-1.865, 0.798, 6.728], [-2.608, -0.354, 6.934], [-2.892, -0.879, 8.312], [-3.090, -1.011, 5.814], [-2.878, -0.553, 4.516], [-3.445, -1.427, 3.426], [-4.472, 2.923, 3.158], [-5.043, 1.531, 3.106], [-5.308, 3.987, 3.467], [-5.257, 7.381, 3.813], [-6.118, 6.295, 4.911], [-6.640, 6.440, 3.237], [-3.144, 6.550, 3.185], [-0.544, 4.727, 3.325], [-1.176, 5.885, 2.159], [-0.876, 4.226, 1.652], [-3.553, 1.998, -2.251], [-5.068, 0.943, -3.888], [-6.187, -1.194, -3.343], [-5.804, -2.263, -1.146], [-4.269, -1.225, 0.479], [0.033, 2.415, 4.646], [-0.419, 2.853, 6.300], [-1.425, 3.377, 4.950], [-1.462, 1.329, 7.584], [-2.204, -0.461, 9.045], [-2.820, -1.966, 8.337], [-3.908, -0.608, 8.606], [-3.654, -1.930, 5.944], [-4.512, -1.232, 3.297], [-3.343, -2.476, 3.708], [-2.943, -1.263, 2.484], [-4.420, 0.888, 2.491], [-6.047, 1.555, 2.683], [-5.105, 1.106, 4.110], [-6.354, 3.783, 3.669], [2.415, -3.347, -2.947], [1.099, -4.113, -1.957], [1.672, -3.823, -0.326], [1.877, -2.619, 0.255], [1.619, -1.042, -0.434], [2.621, -2.738, 1.847], [2.447, -4.451, 2.094], [2.763, -5.176, 3.527], [1.960, -5.261, 0.646], [2.150, -3.558, -3.982], [3.370, -3.806, -2.706], [2.437, -2.275, -2.770]],
  "mulliken_charge": [-0.67, -1.10, 0.86, -0.84, -0.33, 0.37, -1.90, 1.70, -2.08, 0.27, -0.66, 0.64, -0.81, -1.15, 0.29, 0.41, 0.39, 0.43, 0.43, -0.05, 0.49, 0.69, 0.32, 0.52, 0.06, 0.37, 0.46, 0.34, 0.32, 0.33, -0.34, 0.64, -0.54, -1.99, 2.21, -1.32, 1.21, -1.04, -1.05, -1.23, -0.19, 1.45, 0.33, 0.25, 0.46, 0.63, 0.55, 0.68, 0.27, -1.64, 0.76, -0.97, 0.63, -0.90, 0.56, 0.25, -0.34, 0.82, -0.72, 0.28, -0.22, -0.96, -0.62, -0.73, 0.15, 1.26, 1.08, -1.87, -1.03, 0.49, -1.83, -0.53, 0.15, -0.62, 0.95, -1.00, -0.88, 0.36, 0.33, 0.37, 0.39, 0.12, 0.51, -0.14, 0.46, 0.47, 0.43, 0.48, 0.13, 0.14, 0.57, 0.22, 0.40, 0.40, 0.41, 0.33, 0.48, 0.56, 0.74, -1.26, -0.54, 0.60, 0.37, 0.49, -0.74, -0.06, 0.79, -0.48, -0.53, 0.08, 0.09, -0.21, -0.17, 0.41, 0.30, 0.13],
  "homo_energy_ev": [-9.5, -9.5],
  "total_charge": 1,
  "spin_multiplicity": 2,
  "lumo_ha": [-0.11156, -0.12588]
}